Here is a 13-piece molecular cluster, C80H158F12N8O14 overall from OMol25. Energies are from ωB97M-V/def2-TZVPD.

The geometry in XYZ format:
```
272
Properties=species:S:1:pos:R:3:forces:R:3
C 2.704 -5.247 3.125 -0.9 0.3 -0.1
C 1.730 -6.456 3.145 0.6 0.3 0.6
O 0.498 -6.488 3.244 1.9 0.3 -0.3
N 2.538 -7.548 3.106 -0.9 -1.0 0.1
H 4.455 -8.750 9.645 0.0 0.0 0.0
H 3.498 -7.457 2.870 0.5 0.5 0.0
C 2.007 -8.879 2.991 -1.1 0.4 1.4
H 3.036 -5.109 2.081 0.2 -0.1 0.5
H 3.531 -5.364 3.854 -0.4 -0.2 -0.7
H 2.195 -4.343 3.402 -0.4 0.4 0.1
H 2.031 -9.175 1.970 -0.4 -0.8 -0.5
H 1.011 -8.834 3.464 0.0 -0.1 -0.9
H 2.484 -9.600 3.622 1.0 -0.3 0.2
C 1.940 7.770 4.074 0.5 -0.4 0.6
C 1.756 6.473 4.981 -0.7 1.5 -0.2
C 2.751 5.474 4.431 -0.6 -1.1 0.1
N 2.908 4.148 5.136 -0.2 -0.7 0.7
C 3.404 4.394 6.489 -1.0 0.3 1.3
C 3.756 3.144 4.478 2.5 -1.4 0.9
C 3.517 1.858 5.286 -1.8 0.1 -0.1
C 2.047 1.956 5.709 -1.2 -0.1 0.8
C 1.646 3.319 5.185 -1.1 1.7 -1.7
H 0.958 8.132 3.757 0.3 0.1 0.0
H 2.561 7.599 3.148 -0.7 0.0 1.0
H 2.448 8.489 4.753 -0.3 -0.1 -0.9
H 0.722 6.138 4.920 0.0 -0.3 -0.4
H 1.826 6.886 6.028 0.6 -1.1 -0.8
H 3.705 5.940 4.504 1.1 0.2 -0.3
H 2.503 5.184 3.404 -0.1 0.6 -0.1
H 2.489 4.652 7.123 1.6 0.3 -0.7
H 4.177 5.155 6.358 -0.2 0.0 0.8
H 3.809 3.484 6.920 0.1 0.2 0.0
H 4.835 3.275 4.577 0.0 1.1 0.0
H 3.555 3.025 3.447 -0.7 0.1 -0.9
H 4.109 1.808 6.157 1.0 0.1 0.9
H 3.654 0.927 4.805 0.3 -0.4 -0.9
H 1.882 2.038 6.805 0.5 -0.4 -0.5
H 1.410 1.078 5.399 0.6 1.2 -0.1
H 0.944 3.923 5.756 -0.3 -0.4 0.2
H 1.358 3.429 4.108 -0.3 -0.8 0.8
C -1.569 -12.517 -3.947 -1.6 2.5 -0.2
C -1.832 -11.130 -4.730 -0.2 -1.5 1.9
C -2.802 -10.226 -3.936 1.5 -0.3 -0.4
N -2.382 -8.773 -4.134 -2.4 0.0 -1.1
C -2.650 -8.424 -5.577 0.8 0.3 -0.2
C -3.421 -8.022 -3.364 0.1 1.2 0.2
C -2.886 -6.606 -3.104 1.9 -0.5 0.3
C -1.394 -6.703 -3.695 -1.8 1.1 -0.5
C -1.088 -8.190 -3.657 -0.5 0.1 -0.2
H -1.421 -12.396 -2.871 0.5 0.3 -0.3
H -0.821 -13.053 -4.444 1.3 -0.8 -0.4
H -2.463 -13.087 -4.016 -0.9 -0.7 -0.2
H -2.234 -11.368 -5.721 0.4 0.2 0.1
H -0.881 -10.609 -4.768 0.2 0.0 -0.4
H -2.724 -10.385 -2.854 -0.1 -0.2 -0.2
H -3.846 -10.302 -4.308 0.7 0.1 0.5
H -3.186 -7.488 -5.638 -0.3 0.0 0.0
H -3.151 -9.202 -6.137 -0.2 -0.2 0.3
H -1.703 -8.250 -6.043 0.6 -0.1 -0.4
H -4.322 -8.168 -3.927 -0.6 0.4 -0.1
H -3.515 -8.454 -2.409 -0.1 -0.9 1.0
H -3.457 -5.793 -3.547 0.0 0.0 0.1
H -2.726 -6.497 -2.002 -0.6 0.0 -0.9
H -1.440 -6.195 -4.692 0.4 -1.0 0.4
H -0.711 -6.099 -3.130 0.4 0.0 0.6
H -0.246 -8.489 -4.261 0.1 -0.3 -0.2
H -1.017 -8.534 -2.639 0.3 0.1 0.3
C -3.895 10.606 4.505 1.7 1.4 -0.5
C -2.537 11.258 3.994 0.3 1.3 1.2
C -1.500 10.158 3.830 0.0 1.0 -2.1
C -1.927 9.290 2.679 1.9 0.2 -1.7
C -1.998 10.074 1.305 -2.2 1.0 3.4
C -3.038 11.323 1.409 1.6 -3.5 -0.4
N -2.766 11.971 2.671 -0.7 -0.6 1.1
O -2.823 13.138 2.714 0.2 1.5 0.0
C -4.500 10.710 1.408 1.7 -0.5 0.0
C -2.788 12.216 0.253 -2.1 0.3 -1.3
C -1.893 12.302 4.958 -0.9 -0.6 0.9
H -4.790 11.240 4.435 0.4 -0.2 0.1
H -3.597 10.370 5.513 -0.5 -0.1 0.6
H -3.943 9.701 3.946 -0.8 -0.6 -0.1
H -1.458 9.619 4.754 0.3 -0.3 0.5
H -0.538 10.663 3.560 -0.4 -0.6 0.6
H -2.737 8.677 2.954 -1.5 -0.4 -0.2
H -1.173 8.547 2.492 0.6 -0.4 0.0
H -2.381 9.452 0.548 -0.2 -0.7 -1.1
H -1.062 10.515 1.071 1.0 0.0 -0.3
H -5.240 11.387 1.815 -0.2 0.0 -0.2
H -4.498 9.701 1.862 -0.1 0.8 0.3
H -4.603 10.476 0.359 -0.7 0.4 -0.3
H -1.863 12.658 -0.063 1.0 -0.2 0.8
H -3.488 13.015 0.366 -0.5 1.0 -0.3
H -3.156 11.656 -0.619 0.2 0.1 0.2
H -1.483 11.712 5.774 -0.1 -0.2 0.1
H -2.536 13.025 5.430 -0.8 0.0 0.0
H -1.072 12.915 4.648 0.6 -0.1 -1.1
C -4.643 -7.619 1.777 1.4 -0.1 -1.3
C -4.111 -9.075 1.899 -1.7 1.1 0.5
C -2.782 -9.123 2.597 -1.0 -1.3 2.3
C -2.479 -10.567 3.078 1.9 1.2 -0.3
C -3.427 -10.984 4.143 -0.1 2.9 0.2
C -4.850 -10.862 3.777 -2.3 -0.5 0.0
N -5.174 -9.690 2.823 0.1 -0.4 1.6
O -6.292 -9.315 2.774 0.3 -0.5 0.1
C -5.836 -10.888 5.020 -0.4 2.3 -1.4
C -5.226 -12.044 2.900 -1.8 -1.2 -1.7
C -4.181 -9.912 0.637 1.0 -0.5 -0.2
H -4.354 -6.945 2.608 -0.4 -0.7 -0.3
H -5.680 -7.621 1.526 -0.8 0.2 0.4
H -4.210 -7.234 0.856 0.5 0.2 0.0
H -2.819 -8.454 3.472 0.0 -0.1 -0.2
H -2.071 -8.726 1.951 1.2 0.5 -1.1
H -1.487 -10.635 3.551 -0.1 0.4 -0.3
H -2.369 -11.176 2.200 -0.4 -0.7 -0.3
H -3.278 -10.303 4.999 0.3 -0.5 0.0
H -3.336 -11.979 4.402 0.7 -2.0 1.0
H -6.784 -11.255 4.654 -0.3 -0.2 0.1
H -6.061 -9.847 5.381 0.5 -0.9 -0.2
H -5.541 -11.472 5.869 0.7 -0.4 0.1
H -6.346 -12.080 2.723 1.2 0.2 0.2
H -5.017 -12.942 3.475 0.2 -0.1 -0.1
H -4.774 -12.119 1.871 -0.2 0.1 1.5
H -3.925 -10.964 0.773 0.1 0.3 0.3
H -3.379 -9.524 -0.003 -0.1 0.3 -0.1
H -5.108 -9.922 0.121 -1.1 0.4 -0.3
C 4.974 -1.566 -1.495 1.1 0.9 -1.7
C 3.784 -1.300 -2.390 -1.2 -0.2 -1.8
C 4.135 -0.420 -3.626 -1.1 -1.2 0.2
C 2.980 -0.267 -4.615 0.6 -1.2 -0.1
C 2.720 -1.598 -5.348 -0.5 0.5 -1.0
C 2.547 -2.784 -4.399 -0.1 0.0 0.8
N 3.425 -2.682 -3.160 0.0 2.0 1.3
O 3.859 -3.635 -2.648 0.0 -1.5 -0.4
C 2.864 -4.074 -5.060 1.1 -1.1 -1.8
C 1.093 -2.888 -3.810 0.6 -0.7 -1.4
C 2.601 -0.832 -1.503 0.5 -1.4 0.8
H 4.954 -0.719 -0.791 0.3 -0.4 0.0
H 5.878 -1.454 -2.208 -1.0 -0.6 1.6
H 4.913 -2.527 -0.977 0.2 0.4 -0.1
H 4.974 -0.904 -4.143 0.2 0.5 0.2
H 4.340 0.519 -3.187 0.9 1.2 0.2
H 3.283 0.385 -5.409 0.0 0.9 -0.2
H 2.100 0.105 -4.109 -0.4 0.2 -0.1
H 3.471 -1.791 -6.200 -0.7 0.1 1.7
H 1.742 -1.492 -5.890 0.8 -0.2 0.4
H 2.577 -4.957 -4.513 -0.4 -0.2 0.3
H 3.939 -4.262 -5.328 -0.8 0.7 0.4
H 2.347 -4.051 -6.037 0.0 -0.2 0.5
H 0.532 -2.959 -4.754 -0.3 0.4 0.5
H 0.759 -2.080 -3.176 -0.1 0.1 -0.1
H 0.982 -3.878 -3.369 0.0 0.2 0.5
H 2.912 0.152 -1.127 -0.1 -0.2 0.1
H 2.709 -1.568 -0.645 -0.6 1.0 -0.6
H 1.546 -0.810 -1.820 0.7 0.0 -0.4
C 4.179 5.310 -1.151 -0.3 -0.5 1.2
C 5.239 5.264 -0.038 -0.6 0.9 -1.4
C 4.894 4.213 1.008 1.0 -0.7 0.9
C 6.105 3.781 1.888 -1.1 -1.1 -0.4
C 7.227 3.315 0.952 -0.3 2.4 1.3
C 7.787 4.557 0.201 0.7 -1.0 -0.9
N 6.656 5.052 -0.736 -0.3 0.1 2.0
O 6.883 5.254 -1.874 -1.0 0.1 0.8
C 8.841 4.051 -0.792 0.6 0.0 -0.6
C 8.322 5.710 1.090 0.1 0.9 -1.4
C 5.274 6.652 0.663 3.0 -0.7 -0.7
H 4.111 4.362 -1.732 0.2 0.9 0.1
H 4.192 6.255 -1.701 0.2 -0.5 -0.3
H 3.283 5.345 -0.506 -0.1 0.0 -0.4
H 4.536 3.275 0.577 -0.3 0.2 -0.3
H 4.098 4.678 1.626 0.2 -0.4 -0.5
H 5.752 2.952 2.539 0.4 0.5 -0.6
H 6.403 4.576 2.543 0.4 0.4 0.4
H 6.839 2.652 0.244 -0.7 -1.3 -1.1
H 8.038 2.814 1.457 0.4 0.1 0.2
H 8.391 3.534 -1.650 -0.1 -0.2 0.5
H 9.558 3.369 -0.343 -0.2 0.0 0.4
H 9.454 4.806 -1.278 -0.1 0.5 0.2
H 8.521 6.571 0.386 -0.3 -0.6 0.9
H 9.321 5.385 1.359 0.1 -0.1 0.5
H 7.738 6.066 1.968 0.5 -0.6 -0.8
H 4.327 6.872 1.017 -2.2 0.2 0.6
H 5.543 7.423 -0.069 0.2 0.0 0.4
H 5.964 6.619 1.538 -0.6 0.3 -0.8
C -7.826 3.198 -2.862 -1.0 -1.8 -0.5
C -6.468 2.868 -3.415 0.4 0.8 1.0
C -6.519 1.914 -4.557 -1.1 -0.3 -1.5
C -5.176 1.715 -5.177 -0.5 2.1 -1.8
C -4.814 3.047 -5.923 -0.5 -1.8 0.9
C -4.788 4.253 -5.029 0.7 -0.7 0.5
N -5.832 4.182 -3.883 -0.2 2.7 1.1
O -6.088 5.223 -3.286 0.7 -3.3 -1.8
C -5.087 5.450 -5.844 0.6 2.6 1.0
C -3.365 4.269 -4.372 -1.4 1.8 0.1
C -5.461 2.357 -2.363 0.0 0.8 2.3
H -7.850 4.006 -2.175 0.1 0.9 0.4
H -8.190 2.297 -2.284 0.3 0.8 -0.8
H -8.482 3.353 -3.745 0.0 0.1 0.9
H -7.302 2.177 -5.365 1.0 -0.2 1.4
H -6.771 0.958 -4.130 -0.7 -0.3 0.2
H -5.290 0.965 -5.921 0.3 -0.8 -0.6
H -4.471 1.449 -4.446 1.2 -0.5 0.7
H -5.571 3.204 -6.684 0.2 -0.1 -0.4
H -3.804 2.975 -6.317 -0.1 0.0 -0.5
H -5.146 6.330 -5.163 0.6 -0.2 -0.7
H -6.043 5.465 -6.304 -1.0 -0.6 -0.7
H -4.311 5.595 -6.616 -0.4 -0.1 0.5
H -3.105 3.276 -4.112 0.8 -0.9 0.2
H -3.355 4.902 -3.489 0.0 0.0 0.3
H -2.711 4.779 -5.077 0.1 -0.5 -0.2
H -4.424 2.431 -2.692 -0.2 0.0 0.2
H -5.631 1.290 -2.126 -0.2 0.5 -0.4
H -5.572 2.909 -1.336 0.1 -0.7 -2.0
C 3.496 0.523 1.527 -1.2 0.5 -1.0
O 2.791 1.531 2.279 0.6 -0.3 0.7
O 4.066 0.919 0.424 0.8 0.7 -0.3
C 4.427 -0.079 2.509 2.3 -2.2 1.7
F 3.921 -0.918 3.471 -0.7 0.9 -0.5
F 5.355 -0.900 1.924 -0.5 1.1 -0.2
F 5.079 0.880 3.192 0.6 -0.1 -0.4
C 1.683 2.031 1.598 -1.7 -0.8 -0.8
C 0.412 1.079 1.807 1.4 1.0 0.9
H 0.721 0.009 1.891 -0.5 0.7 -0.9
H 0.052 1.275 2.824 -0.1 0.2 -0.1
H -0.396 1.385 1.131 0.2 -0.7 -0.1
H 1.978 2.131 0.539 -0.4 0.0 0.2
H 1.440 3.039 1.963 0.2 -0.2 -0.1
H 2.766 -0.240 1.275 -0.8 -0.9 0.1
C 0.528 6.050 0.993 -0.3 2.0 0.8
O 0.286 7.512 1.273 1.0 0.3 -0.6
O 1.661 5.607 1.458 -0.5 -0.4 -0.3
C -0.837 5.540 1.533 2.2 -0.7 0.7
F -0.967 4.338 0.996 -0.4 -2.0 0.2
F -0.998 5.471 2.889 0.6 -0.3 -0.3
F -1.841 6.222 1.112 -2.1 1.7 -1.0
C 1.218 8.298 0.555 -1.9 0.5 -1.9
C 1.418 8.019 -0.964 -0.7 -0.3 0.5
H 0.535 8.056 -1.615 -0.3 -0.4 0.6
H 1.996 8.819 -1.408 0.8 0.0 0.2
H 1.871 7.035 -1.028 0.3 0.1 -0.6
H 2.170 8.298 0.956 2.1 -0.4 1.3
H 0.913 9.330 0.586 -0.5 0.6 0.5
H 0.339 6.066 -0.100 0.3 -0.8 0.0
C -0.818 -8.772 -0.180 -0.9 -0.3 -1.3
O 0.175 -8.028 -0.892 1.1 1.5 0.9
O -2.051 -8.594 -0.704 1.5 0.7 1.0
C -0.416 -10.215 -0.478 1.2 -4.6 0.0
F -1.451 -11.120 -0.793 1.0 1.7 0.2
F 0.506 -10.385 -1.483 -1.2 0.3 0.7
F 0.181 -10.883 0.610 -0.5 1.3 -0.7
C 1.305 -7.535 -0.119 -0.9 0.6 1.0
C 2.400 -7.141 -1.049 0.8 -1.6 -1.2
H 2.865 -8.031 -1.540 -0.4 0.5 0.3
H 2.001 -6.533 -1.845 -0.2 0.4 -0.3
H 3.222 -6.615 -0.595 0.2 0.3 0.5
H 1.619 -8.234 0.668 -0.1 -0.2 -0.9
H 1.070 -6.631 0.500 -0.6 -0.4 -0.6
H -0.603 -8.664 0.913 -0.4 0.4 -0.3
C -1.791 0.638 -3.271 1.8 -0.2 0.0
O -0.315 0.972 -3.189 -0.9 1.2 0.9
O -2.608 1.595 -3.045 -0.4 0.1 -0.2
C -1.812 0.080 -4.732 -0.1 -0.8 0.6
F -0.727 -0.658 -5.077 0.2 0.6 0.0
F -2.801 -0.820 -4.768 -1.1 0.0 -0.6
F -2.001 1.015 -5.680 0.0 -0.4 0.5
C -0.132 1.806 -2.042 -0.3 -0.8 2.1
C 0.881 2.902 -2.245 0.1 -0.1 -2.4
H 1.065 3.523 -1.393 0.0 0.1 0.7
H 1.819 2.461 -2.616 0.0 0.2 0.2
H 0.516 3.571 -3.083 0.3 -0.6 0.9
H 0.132 1.103 -1.176 0.2 0.9 -0.9
H -1.067 2.287 -1.661 0.4 -0.5 -0.8
H -1.891 -0.211 -2.508 0.0 0.2 -0.9
```
Forces are in eV/Å.

Values from the calculation:
total charge	+4
Kohn-Sham gap	0.92	eV
E_HOMO	-13.404	eV

Mulliken population analysis, charges in e, atoms 1 to 99: -1.28, 0.79, -0.62, -0.12, 0.37, 0.27, -0.83, 0.22, 0.36, 0.42, 0.47, 0.19, 0.38, -0.26, -0.58, 0.24, 0.42, -0.91, 1.75, -0.93, -0.50, -0.14, -0.43, -0.22, 0.68, 0.40, 0.39, 0.53, -0.81, 0.32, 0.29, 0.42, 0.45, -1.65, 0.70, -0.01, 0.29, 0.36, 0.64, -0.35, -1.31, -0.20, -0.28, 0.39, -0.90, -0.55, -0.71, -0.63, -0.06, 0.23, 0.44, 0.42, 0.39, 0.26, -0.40, 0.60, 0.39, 0.31, 0.36, 0.82, -0.21, 0.52, 0.17, 0.26, 0.45, 0.40, -0.38, -1.41, 1.15, -1.36, 1.20, -1.60, 1.27, 0.99, -0.43, -1.43, -1.72, -1.73, 0.29, 0.42, 0.42, 0.67, 0.31, 0.63, -1.47, 0.67, 0.50, 0.30, 0.36, 0.49, 0.39, 0.49, 0.41, 0.45, 0.42, 0.44, -1.54, 2.00, -1.44